(1)
The following is a quantum chemistry calculation of a 2-piece molecular cluster, C5H11NO3P overall, from the Open Molecules 2025 dataset.

HOMO-LUMO gap = 6.88 eV
Total charge = -1
LUMO energy = 3.599 eV
Molar mass = 164.1 g mol⁻¹
E = -22285.3162 eV
HOMO level = -3.28 eV

Cartesian coordinates (Å):
C  -1.245046  -1.670354  1.088611
C  -1.858875  -1.565726  -0.116449
C  0.854318  -0.429023  -0.753521
C  -0.104210  0.199340  -2.727678
C  -1.527019  -0.962042  -1.328789
N  -0.328726  -0.430712  -1.619540
O  1.803378  2.444159  3.143130
O  1.234645  2.447064  0.635989
O  2.163520  0.303560  1.663606
P  1.330629  1.515631  1.818915
H  -1.723233  -2.122347  1.925712
H  -0.463782  -1.055176  1.382790
H  -2.851152  -2.055546  -0.093621
H  0.899903  -1.224926  -0.001335
H  1.744115  -0.500566  -1.391258
H  1.007022  0.604169  -0.319933
H  -0.041072  1.188809  2.310154
H  0.773540  0.583510  -2.837631
H  -0.872042  0.403680  -3.470943
H  -2.209879  -0.952325  -2.118871
H  1.413965  3.278817  2.810659

Cartesian forces (eV/Å) of the 3 atoms listed first:
C -1.06 0.25 -0.65
C -1.02 -1.20 1.80
C 1.20 0.77 0.74

Listed below, in e, are the Mulliken charges computed for each atom: number 1, C, carries -1.077; number 2, C, carries 0.085; number 3, C, carries -1.229; number 4, C, carries -0.711; number 5, C, carries -0.131; number 6, N, carries 0.253; number 7, O, carries -0.507; number 8, O, carries -0.792; number 9, O, carries -0.642; number 10, P, carries 0.708; number 11, H, carries 0.268; number 12, H, carries 0.241; number 13, H, carries 0.190; number 14, H, carries 0.511; number 15, H, carries 0.341; number 16, H, carries 0.383; number 17, H, carries -0.072; number 18, H, carries 0.392; number 19, H, carries 0.185; number 20, H, carries 0.292; number 21, H, carries 0.311

(2)
The following is a quantum chemistry calculation of C8H15NOPRu as an isolated structure, from the Open Molecules 2025 dataset.

Multiplicity = 6
HOMO-LUMO gap (spin up / spin down) = 4.62 / 6.17 eV
LUMO energy (spin up / spin down) = 0.603 / -1.884 eV
Molar mass = 273.3 g mol⁻¹
E = -23939.1581 eV
⟨S²⟩ = 8.7807
HOMO level (spin up / spin down) = -4.01 / -8.05 eV

Cartesian coordinates (Å):
C  0.556493  -1.167691  -0.394294
C  1.014981  -2.413573  -0.900360
C  0.474993  -3.465087  -0.089526
C  -0.315218  -2.873883  0.947416
C  -0.287073  -1.460639  0.774869
Ru  -0.783288  2.075884  0.389650
P  -1.423358  2.038210  -1.700628
H  0.779232  -0.176200  -0.794038
H  1.671437  -2.546116  -1.759795
H  0.649477  -4.530277  -0.224117
H  -0.771351  -0.687918  1.374562
H  -0.851047  -3.399236  1.734475
H  -2.752603  1.550199  -1.938257
H  -0.705341  1.311396  -2.710233
H  -1.527821  3.323874  -2.313651
C  1.672129  4.087514  3.220784
N  1.879913  3.235741  2.051671
C  3.029083  3.484273  1.197049
C  0.958362  2.287459  1.773556
O  0.020149  1.995996  2.558181
H  2.608205  4.620162  3.419051
H  1.371182  3.486871  4.087103
H  0.886319  4.829744  3.015378
H  3.656212  2.585740  1.091263
H  2.708628  3.790475  0.190518
H  3.620930  4.296579  1.630114
H  1.104952  1.723805  0.772972

Cartesian forces (eV/Å) of the 3 atoms listed first:
C -1.72 -0.21 2.31
C -0.41 0.30 0.45
C -1.33 0.33 1.93

Listed below, in e, are the Mulliken charges computed for each atom: number 1, C, carries -0.017; number 2, C, carries -0.792; number 3, C, carries -0.245; number 4, C, carries -0.810; number 5, C, carries 0.146; number 6, Ru, carries -0.011; number 7, P, carries -0.184; number 8, H, carries 0.280; number 9, H, carries 0.387; number 10, H, carries 0.386; number 11, H, carries 0.286; number 12, H, carries 0.377; number 13, H, carries 0.064; number 14, H, carries 0.100; number 15, H, carries 0.088; number 16, C, carries -0.874; number 17, N, carries 0.056; number 18, C, carries -0.851; number 19, C, carries 0.535; number 20, O, carries -0.751; number 21, H, carries 0.320; number 22, H, carries 0.267; number 23, H, carries 0.286; number 24, H, carries 0.274; number 25, H, carries 0.302; number 26, H, carries 0.258; number 27, H, carries 0.123

(3)
The following is a quantum chemistry calculation of a 2-piece molecular cluster, C5H7O2S overall, from the Open Molecules 2025 dataset.

HOMO-LUMO gap = 7.39 eV
Total charge = -1
LUMO energy = 3.840 eV
Molar mass = 131.2 g mol⁻¹
E = -20224.9170 eV
HOMO level = -3.55 eV

Cartesian coordinates (Å):
C  -0.387264  -2.942539  -0.593550
C  -0.107169  -1.792117  -0.507937
C  -1.681352  0.847215  0.246520
C  -0.208143  0.994783  0.545311
C  0.603455  0.181689  -0.396340
O  3.157474  0.924044  -1.007148
O  2.644716  0.285824  1.255233
S  2.500938  -0.092519  -0.166075
H  -0.852147  -3.886192  -0.579551
H  -2.305400  0.903820  1.208747
H  -1.799073  -0.224384  -0.007526
H  -2.148533  1.542046  -0.415865
H  -0.026919  0.929583  1.713000
H  0.192592  1.990642  0.243856
H  0.416829  0.338100  -1.538674

Cartesian forces (eV/Å) of the 3 atoms listed first:
C -0.94 -1.74 0.00
C 2.05 5.54 0.59
C -1.35 -1.39 2.63

Listed below, in e, are the Mulliken charges computed for each atom: number 1, C, carries -0.203; number 2, C, carries -0.694; number 3, C, carries -0.949; number 4, C, carries -0.166; number 5, C, carries -0.255; number 6, O, carries -0.634; number 7, O, carries -0.644; number 8, S, carries 0.517; number 9, H, carries 0.452; number 10, H, carries 0.265; number 11, H, carries 0.244; number 12, H, carries 0.297; number 13, H, carries 0.240; number 14, H, carries 0.251; number 15, H, carries 0.278

(4)
The following is a quantum chemistry calculation of a 2-piece molecular cluster, C6H10O overall, from the Open Molecules 2025 dataset.

HOMO-LUMO gap = 8.53 eV
LUMO energy = 0.473 eV
Molar mass = 98.1 g mol⁻¹
SMILES = C=C/C=C/C=C.O
E = -8428.8117 eV
HOMO level = -8.05 eV

Cartesian coordinates (Å):
C  -2.401236  -0.639006  0.689916
C  -2.102155  0.386771  -0.092690
C  -1.029546  0.395722  -1.107620
C  0.126116  -0.246518  -0.899326
C  1.451658  -0.178062  -1.489972
C  2.388101  -1.101309  -1.258188
H  -3.259078  -0.794830  1.325362
H  -1.804291  -1.538550  0.578911
H  -2.782323  1.228117  -0.189855
H  -1.330999  0.729775  -2.093818
H  0.047795  -1.017527  -0.132302
H  1.613785  0.630976  -2.174779
H  2.052922  -2.091420  -0.969813
H  3.357947  -1.029826  -1.732065
O  0.898040  1.655728  3.005283
H  1.084574  2.489262  3.447203
H  1.688695  1.120692  3.093753

Cartesian forces (eV/Å) of the 3 atoms listed first:
C 0.26 -0.89 -0.30
C -0.90 -0.23 -0.85
C 0.09 -0.66 -0.13

Listed below, in e, are the Mulliken charges computed for each atom: number 1, C, carries -0.774; number 2, C, carries -0.106; number 3, C, carries -0.113; number 4, C, carries -0.139; number 5, C, carries -0.218; number 6, C, carries -0.802; number 7, H, carries 0.283; number 8, H, carries 0.181; number 9, H, carries 0.325; number 10, H, carries 0.325; number 11, H, carries 0.138; number 12, H, carries 0.336; number 13, H, carries 0.262; number 14, H, carries 0.305; number 15, O, carries -0.631; number 16, H, carries 0.311; number 17, H, carries 0.316

(5)
The following is a quantum chemistry calculation of an isolated ion of composition C4H6NS and charge +1, from the Open Molecules 2025 dataset.

HOMO-LUMO gap = 9.01 eV
Total charge = +1
LUMO energy = -5.571 eV
Molar mass = 100.2 g mol⁻¹
E = -16558.4172 eV
HOMO level = -14.59 eV

Cartesian coordinates (Å):
C  -0.520528  2.312639  0.043458
C  -0.637676  -0.989541  0.137887
C  -0.098103  1.213837  0.010683
C  1.661670  -0.402982  0.009030
N  0.247610  -0.068961  0.015967
S  -2.821788  -0.411692  0.046747
H  -0.613264  3.341570  -0.161989
H  -0.359869  -1.948080  0.313650
H  1.868785  -1.426977  -0.228166
H  2.042513  -0.340364  1.035565
H  2.151215  0.252713  -0.713543
H  -2.920560  -1.532163  -0.509293

Cartesian forces (eV/Å) of the 3 atoms listed first:
C 0.25 1.57 -0.49
C -4.73 4.22 -0.53
C -0.08 -0.13 -0.10

Listed below, in e, are the Mulliken charges computed for each atom: number 1, C, carries -0.338; number 2, C, carries -0.058; number 3, C, carries 0.094; number 4, C, carries -0.806; number 5, N, carries -0.031; number 6, S, carries -0.027; number 7, H, carries 0.417; number 8, H, carries 0.500; number 9, H, carries 0.333; number 10, H, carries 0.369; number 11, H, carries 0.349; number 12, H, carries 0.199

(6)
The following is a quantum chemistry calculation of an isolated molecule of C8H17N3O3, from the Open Molecules 2025 dataset.

HOMO-LUMO gap = 9.77 eV
LUMO energy = 0.362 eV
Molar mass = 203.2 g mol⁻¹
SMILES = NCCCC[C@H](N)C(=O)NCC(=O)O
E = -19182.4480 eV
HOMO level = -9.41 eV

Cartesian coordinates (Å):
N  -2.364831  -2.497610  2.796479
C  -1.959151  -1.231933  2.235454
C  -0.406515  -1.043694  2.743875
C  0.269845  0.273366  2.358468
C  -0.110744  0.813879  0.885238
C  0.441893  0.028999  -0.346576
N  1.708382  0.660916  -0.617375
C  -0.518608  -0.276439  -1.585256
O  -1.479536  -0.997683  -1.257035
N  -0.143793  0.145028  -2.837225
C  1.092959  0.677780  -3.266210
C  1.372188  2.138902  -3.370225
O  1.243013  2.635246  -4.452881
O  1.783940  2.789704  -2.313829
H  -2.007564  -3.343323  2.313930
H  -3.295312  -2.471411  2.331980
H  -2.015413  -1.435069  1.175503
H  -2.688605  -0.498262  2.770832
H  0.082968  -1.987772  2.401408
H  -0.565648  -1.019299  3.817834
H  0.141040  0.956064  3.232654
H  1.351822  0.135792  2.305789
H  0.177913  1.921728  0.752758
H  -1.279749  0.770193  0.827426
H  0.675741  -0.985154  0.095577
H  2.088292  1.093496  0.214465
H  2.289127  -0.102028  -0.835837
H  -0.926007  0.208580  -3.429783
H  1.143148  0.395849  -4.394732
H  2.045831  0.319722  -2.874265
H  1.853372  1.924434  -1.678440

Cartesian forces (eV/Å) of the 3 atoms listed first:
N -2.53 -1.68 -0.36
C 2.45 0.42 1.74
C -2.52 -0.02 -1.15

Listed below, in e, are the Mulliken charges computed for each atom: number 1, N, carries -0.744; number 2, C, carries -0.276; number 3, C, carries -0.682; number 4, C, carries -0.638; number 5, C, carries -1.228; number 6, C, carries 0.758; number 7, N, carries -0.530; number 8, C, carries -0.106; number 9, O, carries -0.651; number 10, N, carries -0.063; number 11, C, carries -0.711; number 12, C, carries 0.581; number 13, O, carries -0.578; number 14, O, carries -0.571; number 15, H, carries 0.247; number 16, H, carries 0.285; number 17, H, carries 0.329; number 18, H, carries 0.237; number 19, H, carries 0.314; number 20, H, carries 0.383; number 21, H, carries 0.358; number 22, H, carries 0.242; number 23, H, carries 0.474; number 24, H, carries 0.349; number 25, H, carries 0.254; number 26, H, carries 0.319; number 27, H, carries 0.244; number 28, H, carries 0.289; number 29, H, carries 0.289; number 30, H, carries 0.389; number 31, H, carries 0.437